# 1
DFT (ωB97M-V/def2-TZVPD) results for the molecule C3H6O5.

Results
SMILES: O=C(O)[C@H](O)OCO
Energy relative to the best compared isomer or geometry (same formula, charge and spin) in kJ/mol: 107.6
Molecular weight in g mol⁻¹: 122.1
E_LUMO in eV: 0.571
HOMO-LUMO gap in eV: 11.3

Geometry (Å):
1 C -0.61 -0.77 0.55
2 C -0.18 0.31 -1.55
3 C -0.33 0.61 1.18
4 O -0.89 -0.68 -0.82
5 O 0.48 -1.59 0.82
6 O 0.98 0.86 1.28
7 O 1.19 0.13 -1.58
8 O -1.18 1.38 1.53
9 H 0.38 -2.41 0.32
10 H 1.14 1.71 1.71
11 H 1.54 0.10 -0.68
12 H -1.53 -1.16 1.00
13 H -0.55 0.20 -2.58
14 H -0.45 1.31 -1.17

These are the Mulliken partial charges, in e, on atoms 1 to 4: C -0.02; C -0.13; C 0.55; O -0.41

=====

# 2
DFT (ωB97M-V/def2-TZVPD) results for a structure of composition C15H20AuN6SSe3Te at a distorted geometry.

Results
Charge: +1
Molecular weight in g mol⁻¹: 877.9
E_LUMO (spin up / spin down) in eV: -4.380 / -4.380
HOMO-LUMO gap (spin up / spin down) in eV: 5.7 / 5.7

Geometry (Å):
1 Au -0.21 -0.28 -0.26
2 Se -2.68 0.46 -0.02
3 Se -3.78 -0.98 1.31
4 Te -1.89 -1.30 2.99
5 Se -0.47 -2.20 1.21
6 N 4.06 0.16 0.55
7 C 4.23 -1.05 -0.11
8 C 5.36 -1.76 -0.47
9 C 5.15 -2.97 -1.11
10 C 3.86 -3.45 -1.37
11 C 2.74 -2.73 -1.02
12 C 2.94 -1.50 -0.39
13 N 2.02 -0.58 0.10
14 C 2.73 0.38 0.65
15 C 2.17 1.53 1.37
16 C 2.84 2.43 2.14
17 S 1.73 3.51 2.84
18 C 0.45 2.67 2.07
19 N 0.82 1.67 1.34
20 H 4.79 0.75 0.91
21 H 6.36 -1.40 -0.26
22 H 6.01 -3.56 -1.41
23 H 3.74 -4.40 -1.86
24 H 1.75 -3.11 -1.21
25 H 3.89 2.51 2.34
26 H -0.57 2.97 2.20
27 C 2.81 0.47 -3.42
28 N 1.36 0.37 -3.43
29 C 0.85 -0.99 -3.38
30 C 0.60 1.36 -2.87
31 N -0.32 1.07 -1.98
32 N 0.85 2.63 -3.28
33 C 0.26 3.73 -2.55
34 C 1.29 2.92 -4.63
35 H 3.22 -0.03 -2.54
36 H 3.12 1.51 -3.40
37 H 3.22 0.01 -4.32
38 H 1.37 -1.57 -4.14
39 H -0.22 -0.99 -3.61
40 H 1.01 -1.46 -2.41
41 H -0.99 1.82 -1.87
42 H 0.36 3.57 -1.48
43 H -0.80 3.88 -2.80
44 H 0.79 4.65 -2.81
45 H 1.50 2.00 -5.16
46 H 2.19 3.54 -4.61
47 H 0.51 3.47 -5.16

These are the Mulliken partial charges, in e, on atoms 1 to 4: Au 1.03; Se -0.05; Se -0.16; Te 0.01

=====

Question: The highest molecular weight belongs to which entry?
Answer: C15H20AuN6SSe3Te